# 1
Entry from the Open Molecules 2025 dataset: an isolated molecule of C11H13ClSi in a non-equilibrium geometry (the ωB97M-V functional and the def2-TZVPD basis).

Each line ends with the natural charge from an NBO analysis.
Positions of all 26 atoms, in Å:
C -2.9032 -1.5695 0.2892  -0.27
C -2.9219 -0.8551 -0.9712  -0.16
C -2.2289 -0.9380 1.2801  -0.17
C -2.3681 0.3740 -1.2863  -0.23
C -1.1932 0.0245 0.8102  -0.08
C -1.5776 1.0409 -0.2602  -0.01
C -0.0124 -0.1809 1.2902  -0.09
C 0.8148 1.5518 -0.7933  -0.24
C -0.4403 1.8285 -0.8140  -0.35
C 3.1494 0.7534 1.2668  -1.09
C 2.1724 -1.2442 -1.0094  -1.08
Si 2.4017 0.5945 -0.5058  1.32
Cl -2.7456 2.2625 0.7443  -0.16
H -3.4104 -2.5320 0.6157  0.24
H -3.3948 -1.4547 -1.8004  0.22
H -2.2032 -1.5075 2.3037  0.23
H -2.3291 0.8351 -2.2150  0.22
H 0.6349 -0.5036 2.0945  0.22
H -0.8877 2.6688 -1.3678  0.24
H 2.7545 1.6530 1.7936  0.24
H 3.0352 -0.0963 1.9671  0.23
H 4.2257 0.9379 1.0594  0.24
H 1.1827 -1.1994 -1.4762  0.24
H 2.8030 -1.7154 -1.6743  0.24
H 1.9518 -1.9434 -0.0875  0.24
H 3.4903 1.2152 -1.2534  -0.20

orbital gap (spin up / spin down) = 8.08 / 7.66 eV
energy relative to the best compared isomer or geometry (same formula, charge and spin) = 170.48 kcal per mole
highest occupied orbital energy (spin up / spin down) = -0.3123 / -0.3073 Eh
molar mass = 208.764 g mol⁻¹

---

# 2
Entry from the Open Molecules 2025 dataset: a cluster of 2 separate species, C4H6O2 in total (the ωB97M-V functional and the def2-TZVPD basis).

Each line ends with the natural charge from an NBO analysis.
Positions of all 12 atoms, in Å:
C -1.7774 -0.3021 0.0157  -0.73
C -0.6128 -1.2532 -0.0047  0.45
C 1.5831 1.3740 0.3475  -0.81
C 2.0575 0.4798 -0.4913  0.73
O 2.4653 -0.3066 -1.2506  -0.46
O 0.2056 -1.3610 0.8806  -0.54
H -1.7669 0.2822 0.9366  0.23
H -2.7174 -0.8641 -0.0533  0.24
H -1.7336 0.3686 -0.8521  0.24
H -0.5275 -1.8702 -0.9215  0.11
H 1.7912 2.4223 0.1782  0.26
H 1.0328 1.0303 1.2151  0.28

orbital gap = 10.11 eV
energy relative to the best compared isomer or geometry (same formula, charge and spin) = 39.68 kcal per mole
highest occupied orbital energy = -0.3378 Eh
structure (SMILES) = C=C=O.CC=O
molar mass = 86.090 g mol⁻¹

---

# 3
Entry from the Open Molecules 2025 dataset: an isolated molecule of C25H35N3O4 (the ωB97M-V functional and the def2-TZVPD basis).

Each line ends with the natural charge from an NBO analysis.
Positions of all 67 atoms, in Å:
C 3.6510 3.5408 1.6139  -0.62
C 2.9152 3.2573 0.3165  -0.07
H 2.4435 4.1650 -0.0780  0.18
H 3.5903 2.8514 -0.4435  0.20
O 1.8942 2.2962 0.5756  -0.53
C 1.6583 1.3808 -0.3565  0.86
O 2.1612 1.3892 -1.4529  -0.63
C 0.6625 0.3274 0.1245  -0.16
C -0.0200 -0.3432 -1.0744  -0.40
H 0.7185 -0.7176 -1.7796  0.23
H -0.6204 -1.1777 -0.7083  0.21
C -0.9410 0.6275 -1.8105  -0.22
N -1.9560 1.1141 -0.9021  -0.46
C -1.3426 1.8771 0.1646  -0.23
C -0.4372 0.9674 0.9870  -0.39
H 0.0113 1.5400 1.7982  0.23
H -1.0450 0.1662 1.4113  0.22
H -2.1333 2.2824 0.8011  0.21
H -0.7596 2.7277 -0.2341  0.17
C -3.0434 1.8262 -1.5452  -0.26
C -4.2287 1.8722 -0.6404  0.35
N -5.0075 2.9060 -0.4620  -0.46
C -5.9261 2.5343 0.4692  -0.09
C -5.6845 1.2565 0.8753  -0.10
N -4.6031 0.8246 0.1517  -0.39
C -3.9681 -0.4227 0.2828  0.22
C -3.5240 -0.8430 1.5329  -0.23
C -2.8556 -2.0408 1.6634  -0.27
C -2.6181 -2.8454 0.5480  0.37
C -3.1003 -2.4429 -0.6938  -0.33
C -3.7745 -1.2421 -0.8189  -0.19
H -4.1475 -0.9370 -1.7839  0.22
H -2.9545 -3.0529 -1.5710  0.22
O -1.9096 -3.9856 0.7792  -0.51
C -1.6136 -4.8264 -0.3096  -0.25
H -1.0180 -4.3073 -1.0679  0.18
H -1.0318 -5.6486 0.1038  0.20
H -2.5231 -5.2249 -0.7702  0.18
H -2.4910 -2.3732 2.6226  0.23
H -3.6886 -0.2161 2.3967  0.23
H -6.1819 0.6207 1.5789  0.22
H -6.6924 3.2125 0.7861  0.21
H -3.3051 1.2967 -2.4674  0.21
H -2.7862 2.8627 -1.8184  0.21
H -1.4326 0.0980 -2.6311  0.20
H -0.3429 1.4485 -2.2413  0.18
C 1.4186 -0.6932 1.0089  -0.39
H 0.8303 -1.6118 1.0544  0.22
C 2.8595 -1.0584 0.6307  0.12
C 3.0512 -1.6359 -0.7743  -0.45
C 4.5242 -1.9842 -0.9801  -0.39
C 5.3506 -0.7231 -0.7435  -0.43
H 6.4188 -0.9300 -0.8206  0.21
C 5.0348 -0.1755 0.6471  -0.06
O 3.6629 0.0939 0.8173  -0.56
H 5.5475 0.7739 0.8200  0.19
H 5.3639 -0.9007 1.4109  0.16
H 5.0817 0.0280 -1.4882  0.21
H 4.6862 -2.3625 -1.9909  0.21
H 4.8267 -2.7622 -0.2731  0.19
H 2.4190 -2.5164 -0.8961  0.21
H 2.7723 -0.8813 -1.5080  0.23
H 3.1929 -1.8262 1.3580  0.16
H 1.4741 -0.2747 2.0162  0.22
H 4.4586 4.2450 1.4343  0.21
H 4.0588 2.6132 2.0058  0.22
H 2.9691 3.9601 2.3490  0.21

orbital gap = 8.73 eV
energy relative to the best compared isomer or geometry (same formula, charge and spin) = 23.49 kcal per mole
highest occupied orbital energy = -0.2983 Eh
structure (SMILES) = CCOC(=O)C1(C[C@H]2CCCCO2)CCN(Cc2nccn2-c2ccc(OC)cc2)CC1
molar mass = 441.572 g mol⁻¹

---

# 4
Entry from the Open Molecules 2025 dataset: an isolated molecule of C4H5BrO in a non-equilibrium geometry (the ωB97M-V functional and the def2-TZVPD basis).

Each line ends with the natural charge from an NBO analysis.
Positions of all 11 atoms, in Å:
C -2.1649 1.0663 -0.9856  -0.24
C -1.0397 0.5641 -0.8912  -0.02
C 0.3063 0.2134 -0.8274  -0.48
C 0.6235 -0.5208 0.8503  0.08
O 1.9809 -0.7460 0.8761  -0.68
Br -0.6559 -1.9704 1.0247  -0.02
H -3.1110 1.5413 -1.0851  0.24
H 0.7908 -0.5057 -1.4050  0.24
H 0.7956 1.1897 -0.9187  0.24
H 0.3821 0.1605 1.5865  0.16
H 2.0923 -0.9924 1.7754  0.47

orbital gap = 10.17 eV
energy relative to the best compared isomer or geometry (same formula, charge and spin) = 55.35 kcal per mole
highest occupied orbital energy = -0.3485 Eh
structure (SMILES) = C#CC[C@H](O)Br
molar mass = 148.987 g mol⁻¹